(1)
{
  "formula": "C35H52AlAsP3Se",
  "method": "ωB97M-V/def2-TZVPD",
  "charge": 3,
  "largest_force_ev_per_a": 2.9,
  "total_energy_ev": -197758.4045,
  "homo_energy_ev": [-16.274, -16.166],
  "relative_energy_kj_mol": 226.77,
  "species": ["Al", "P", "P", "P", "H", "C", "C", "H", "C", "C", "C", "C", "C", "C", "C", "C", "C", "H", "H", "H", "H", "H", "H", "H", "H", "H", "H", "H", "H", "H", "H", "H", "H", "H", "H", "H", "H", "H", "H", "H", "H", "H", "H", "H", "H", "H", "C", "C", "C", "C", "C", "C", "Se", "H", "H", "H", "H", "H", "H", "C", "C", "C", "C", "C", "C", "As", "C", "C", "C", "C", "C", "C", "C", "C", "C", "C", "C", "C", "H", "H", "H", "H", "H", "H", "H", "H", "H", "H", "H", "H", "H", "H", "H"],
  "positions_angstrom": [[0.012, 0.203, -1.366], [0.405, 2.618, 0.704], [-2.494, 1.149, -0.941], [2.533, 0.481, -1.394], [-1.582, -2.429, -5.458], [-0.793, -2.984, -4.937], [-0.410, -2.817, -3.670], [-0.633, -1.922, -3.109], [0.660, 4.336, 0.119], [-0.906, 3.050, 1.922], [1.850, 2.605, 1.836], [-3.330, 0.323, -2.344], [-3.419, 0.598, 0.546], [-3.026, 2.893, -1.176], [2.908, -0.615, -2.818], [3.532, -0.192, -0.006], [3.354, 2.087, -1.786], [-0.372, -3.821, -5.494], [0.109, -3.623, -3.135], [0.835, 4.990, 0.990], [-0.230, 4.684, -0.422], [1.540, 4.338, -0.537], [-0.642, 3.961, 2.479], [-1.034, 2.194, 2.595], [-1.834, 3.241, 1.376], [1.763, 3.400, 2.594], [2.743, 2.799, 1.228], [1.932, 1.630, 2.333], [-4.386, 0.630, -2.441], [-3.250, -0.760, -2.192], [-2.796, 0.585, -3.266], [-4.489, 0.856, 0.491], [-2.985, 1.104, 1.420], [-3.323, -0.487, 0.701], [-4.129, 2.965, -1.210], [-2.626, 3.322, -2.111], [-2.649, 3.511, -0.349], [3.991, -0.729, -2.970], [2.450, -0.233, -3.739], [2.473, -1.598, -2.604], [4.523, -0.537, -0.338], [3.031, -1.060, 0.455], [3.694, 0.585, 0.756], [4.364, 1.901, -2.187], [3.460, 2.674, -0.865], [2.789, 2.678, -2.520], [0.156, 1.489, -4.837], [-0.166, 0.188, -5.270], [0.416, -0.380, -6.404], [1.017, 0.495, -7.315], [1.328, 1.815, -6.939], [0.928, 2.313, -5.697], [-0.295, 2.134, -3.098], [-0.759, -0.449, -2.650], [-0.812, -0.427, -4.633], [0.413, -1.464, -6.584], [1.281, 0.155, -8.307], [1.900, 2.420, -7.640], [1.184, 3.315, -5.339], [-2.056, 1.155, 6.136], [-0.701, 1.357, 5.842], [-0.140, 0.773, 4.704], [-0.924, 0.017, 3.828], [-2.279, -0.176, 4.104], [-2.823, 0.349, 5.283], [-0.109, -0.683, 2.160], [1.458, -1.698, 2.792], [1.748, -2.938, 2.205], [2.899, -3.639, 2.596], [3.771, -3.088, 3.548], [3.505, -1.830, 4.087], [2.357, -1.141, 3.704], [-1.164, -2.319, 2.175], [-1.345, -3.090, 3.324], [-2.222, -4.181, 3.281], [-2.859, -4.519, 2.077], [-2.691, -3.718, 0.939], [-1.797, -2.644, 0.965], [-2.499, 1.632, 7.016], [-0.066, 2.002, 6.456], [0.915, 0.914, 4.485], [-2.874, -0.775, 3.414], [-3.862, 0.153, 5.515], [1.058, -3.356, 1.457], [3.104, -4.609, 2.128], [4.657, -3.645, 3.857], [4.176, -1.348, 4.791], [2.171, -0.162, 4.117], [-0.831, -2.829, 4.250], [-2.409, -4.753, 4.195], [-3.495, -5.410, 2.028], [-3.273, -3.928, 0.036], [-1.602, -2.066, 0.060]]
}

(2)
{
  "formula": "C35H52AsLaO2P3",
  "method": "ωB97M-V/def2-TZVPD",
  "charge": 3,
  "largest_force_ev_per_a": 3.4,
  "total_energy_ev": -130775.5404,
  "homo_energy_ev": -16.315,
  "relative_energy_kj_mol": 0.00,
  "species": ["La", "P", "P", "P", "H", "C", "C", "H", "C", "C", "C", "C", "C", "C", "C", "C", "C", "H", "H", "H", "H", "H", "H", "H", "H", "H", "H", "H", "H", "H", "H", "H", "H", "H", "H", "H", "H", "H", "H", "H", "H", "H", "H", "H", "H", "H", "C", "C", "C", "C", "C", "C", "O", "H", "H", "H", "H", "H", "H", "O", "As", "C", "C", "C", "C", "C", "C", "C", "C", "C", "C", "C", "C", "C", "C", "C", "C", "C", "C", "H", "H", "H", "H", "H", "H", "H", "H", "H", "H", "H", "H", "H", "H", "H"],
  "positions_angstrom": [[-0.023, 0.324, -0.732], [2.293, 1.966, 0.465], [-0.721, 2.774, -2.165], [2.276, -0.073, -2.677], [-0.650, -4.118, -0.921], [0.292, -4.654, -1.090], [1.378, -4.463, -0.324], [1.376, -3.748, 0.508], [1.869, 2.781, 2.050], [3.167, 3.354, -0.355], [3.695, 0.899, 0.987], [-2.158, 2.865, -3.289], [-1.157, 4.106, -0.975], [0.542, 3.587, -3.212], [2.996, -1.717, -2.293], [3.815, 0.885, -2.929], [1.803, -0.327, -4.428], [0.298, -5.392, -1.905], [2.315, -4.999, -0.507], [1.358, 2.084, 2.725], [1.192, 3.625, 1.863], [2.784, 3.151, 2.535], [2.440, 4.131, -0.621], [3.673, 3.018, -1.268], [3.908, 3.780, 0.335], [3.314, -0.021, 1.452], [4.312, 1.438, 1.720], [4.311, 0.616, 0.124], [-2.408, 3.920, -3.459], [-3.024, 2.367, -2.835], [-1.934, 2.393, -4.253], [-1.322, 5.038, -1.533], [-0.355, 4.254, -0.237], [-2.079, 3.834, -0.442], [0.132, 4.543, -3.570], [0.775, 2.948, -4.075], [1.466, 3.775, -2.650], [3.600, -2.060, -3.145], [2.212, -2.457, -2.083], [3.635, -1.633, -1.402], [4.391, 0.427, -3.746], [4.429, 0.899, -2.020], [3.566, 1.917, -3.207], [2.666, -0.726, -4.978], [1.499, 0.631, -4.870], [0.964, -1.029, -4.511], [-1.698, -1.073, -3.596], [-2.582, -0.392, -4.424], [-2.802, -0.912, -5.703], [-2.217, -2.129, -6.063], [-1.419, -2.844, -5.162], [-1.152, -2.313, -3.897], [-1.160, -0.398, -2.476], [-1.229, 0.672, -2.567], [-3.053, 0.532, -4.082], [-3.433, -0.369, -6.410], [-2.367, -2.521, -7.069], [-0.991, -3.804, -5.443], [-0.493, -2.808, -3.178], [-0.911, -0.219, 1.134], [-1.150, -0.631, 2.831], [-0.848, 1.010, 3.780], [-1.504, 2.171, 3.351], [-1.275, 3.378, 4.019], [-0.412, 3.422, 5.120], [0.207, 2.253, 5.570], [-0.021, 1.039, 4.912], [-2.973, -1.193, 3.014], [-3.761, -1.499, 1.898], [-5.098, -1.875, 2.082], [-5.644, -1.947, 3.369], [-4.852, -1.645, 4.483], [-3.517, -1.261, 4.310], [0.181, -1.968, 3.193], [-0.226, -3.287, 3.441], [0.737, -4.271, 3.703], [2.097, -3.940, 3.696], [2.499, -2.624, 3.448], [1.543, -1.631, 3.197], [-2.181, 2.129, 2.497], [-1.775, 4.284, 3.675], [-0.229, 4.372, 5.629], [0.869, 2.279, 6.439], [0.438, 0.120, 5.280], [-3.329, -1.440, 0.899], [-5.715, -2.107, 1.212], [-6.688, -2.240, 3.502], [-5.271, -1.706, 5.491], [-2.900, -1.012, 5.174], [-1.288, -3.536, 3.428], [0.426, -5.296, 3.904], [2.845, -4.714, 3.881], [3.560, -2.367, 3.448], [1.848, -0.601, 3.005]]
}